124
Properties=species:S:1:pos:R:3:lowdin_charge:R:1 method="wB97M-V/def2-TZVPD" total_energy_ha=-3223.05598 gap_ev=8.0 total_charge=+1
C 0.62 -1.93 0.21 -0.16
C 1.70 -1.17 -0.80 -0.24
C 1.10 0.35 -1.11 -0.22
C 2.05 1.49 -0.41 -0.21
C 2.31 2.83 -1.32 -0.21
C 0.93 3.40 -2.07 -0.21
C -0.16 3.88 -0.94 -0.19
C -1.75 3.82 -1.48 -0.19
C -2.26 2.28 -1.53 -0.14
C -3.46 1.94 -2.57 -0.17
C -3.66 2.85 -3.94 -0.10
B -3.83 2.03 -5.39 -0.36
O -4.72 2.64 -6.45 0.02
N -3.15 0.74 -5.77 -0.16
C -1.71 0.66 -5.34 -0.09
C -3.95 -0.49 -5.43 -0.10
N -4.83 3.80 -3.60 0.05
C -5.60 3.46 -2.31 -0.15
C -5.14 4.62 -1.27 -0.15
C -4.97 4.16 0.30 -0.10
C -4.23 5.37 1.17 -0.31
N -3.95 6.76 0.62 0.06
O -3.81 5.10 2.41 -0.01
C -5.03 1.90 -2.11 -0.17
C -5.55 1.01 -0.84 -0.17
C -4.44 0.01 -0.17 -0.29
C -5.26 -1.14 0.73 -0.65
I -5.55 -3.02 -0.36 0.70
H 1.12 -2.95 0.56 0.09
H -0.34 -2.19 -0.41 0.07
H 0.35 -1.28 1.15 0.09
H 1.85 -1.77 -1.82 0.12
H 2.72 -1.15 -0.21 0.11
H 0.90 0.50 -2.26 0.10
H 0.04 0.38 -0.58 0.09
H 3.08 1.00 -0.06 0.11
H 1.48 1.86 0.57 0.11
H 3.18 2.70 -2.12 0.12
H 2.72 3.66 -0.57 0.12
H 1.19 4.37 -2.71 0.12
H 0.48 2.58 -2.80 0.09
H 0.02 5.03 -0.68 0.12
H -0.09 3.31 0.09 0.11
H -1.85 4.43 -2.47 0.10
H -2.36 4.39 -0.65 0.08
H -2.46 1.95 -0.40 0.12
H -1.32 1.62 -1.86 0.10
H -3.26 0.84 -2.98 0.13
H -2.80 3.61 -4.24 0.16
H -4.13 3.22 -7.02 0.12
H -1.01 1.04 -6.21 0.11
H -1.43 1.23 -4.35 0.08
H -1.45 -0.48 -5.18 0.12
H -5.10 -0.24 -5.60 0.12
H -3.68 -1.30 -6.26 0.12
H -3.79 -0.91 -4.35 0.10
H -5.62 3.82 -4.30 0.18
H -4.39 4.74 -3.68 0.17
H -6.77 3.48 -2.52 0.18
H -6.01 5.44 -1.27 0.14
H -4.16 5.21 -1.56 0.10
H -4.24 3.22 0.30 0.11
H -5.97 3.87 0.84 0.14
H -3.10 6.73 -0.02 0.09
H -4.77 7.16 0.11 0.08
H -5.56 1.35 -3.03 0.16
H -6.05 1.61 0.03 0.11
H -6.41 0.30 -1.26 0.13
H -3.73 -0.52 -0.93 0.10
H -3.85 0.65 0.66 0.11
H -4.58 -1.36 1.69 0.08
H -6.25 -0.67 1.14 0.07
O -2.27 -4.76 3.75 -0.26
P -1.79 -6.23 3.91 0.74
O -0.22 -5.83 4.27 -0.22
C 0.07 -4.87 5.27 -0.30
C 0.40 -5.55 6.58 -0.08
O -1.56 -6.49 2.28 -0.23
C -2.41 -5.86 1.33 -0.31
C -1.72 -4.63 0.77 -0.10
O -1.26 -7.87 4.08 -0.20
C -1.19 -8.44 5.37 -0.30
C -2.46 -8.23 6.18 -0.09
H -0.75 -4.16 5.42 0.10
H 0.94 -4.30 4.93 0.12
H -0.49 -6.04 6.99 0.06
H 0.75 -4.82 7.32 0.08
H 1.17 -6.32 6.45 0.08
H -3.38 -5.60 1.78 0.10
H -2.60 -6.57 0.53 0.12
H -1.36 -3.95 1.55 0.07
H -2.39 -4.07 0.11 0.03
H -0.83 -4.92 0.19 0.08
H -0.31 -8.07 5.89 0.10
H -1.04 -9.52 5.23 0.13
H -2.65 -7.17 6.35 0.06
H -2.37 -8.72 7.15 0.09
H -3.32 -8.64 5.65 0.09
O 9.24 1.25 -0.64 -0.24
P 7.90 1.08 0.12 0.74
O 8.55 0.19 1.36 -0.22
C 9.70 0.64 2.05 -0.30
C 9.32 1.35 3.33 -0.08
O 7.36 -0.21 -0.79 -0.23
C 7.70 -0.29 -2.17 -0.31
C 8.88 -1.24 -2.35 -0.08
O 6.40 0.89 0.96 -0.21
C 6.09 1.77 2.02 -0.31
C 6.29 3.23 1.67 -0.09
H 10.32 1.29 1.43 0.10
H 10.30 -0.24 2.29 0.12
H 8.81 2.30 3.11 0.06
H 10.22 1.58 3.92 0.08
H 8.65 0.74 3.93 0.08
H 7.92 0.70 -2.59 0.10
H 6.83 -0.68 -2.70 0.11
H 9.73 -0.97 -1.71 0.07
H 9.22 -1.24 -3.39 0.08
H 8.59 -2.26 -2.07 0.08
H 6.66 1.49 2.91 0.10
H 5.03 1.62 2.27 0.12
H 7.34 3.44 1.41 0.07
H 6.01 3.87 2.50 0.09
H 5.69 3.50 0.79 0.08



117
Properties=species:S:1:pos:R:3:lowdin_charge:R:1 method="wB97M-V/def2-TZVPD" total_energy_ha=-1917.73167 gap_ev=8.1 total_charge=0 de_lowest_kj_mol=494.2
C -6.54 -3.48 3.35 -0.04
C -6.54 -1.92 3.50 -0.47
C -5.43 -1.44 4.43 -0.04
C -6.37 -1.38 2.03 -0.10
C -7.22 -0.19 1.42 -0.18
C -8.64 -0.37 1.84 -0.17
C -8.80 -0.54 3.40 -0.44
C -8.87 0.93 3.98 -0.04
C -10.24 -1.11 3.53 -0.05
N -7.84 -1.51 4.02 -0.15
O -8.18 -1.80 5.29 0.00
H -6.59 -4.00 4.31 0.07
H -7.32 -3.94 2.75 0.08
H -5.59 -3.80 2.94 0.08
H -4.46 -1.85 4.17 0.08
H -5.35 -0.35 4.43 0.09
H -5.57 -1.65 5.49 0.07
H -5.32 -1.15 1.83 0.11
H -6.56 -2.14 1.27 0.10
H -6.94 0.78 1.84 0.10
H -7.05 -0.19 0.34 0.11
H -9.21 -1.09 1.26 0.12
H -9.04 0.60 1.56 0.11
H -9.10 0.98 5.04 0.07
H -9.63 1.54 3.49 0.08
H -7.86 1.34 3.93 0.07
H -10.27 -2.14 3.18 0.09
H -10.93 -0.36 3.16 0.08
H -10.38 -1.09 4.61 0.07
H -7.57 -1.33 5.87 0.09
C 0.87 3.44 0.27 -0.03
C 1.24 2.09 -0.35 -0.52
C 2.66 1.74 0.00 -0.03
C 0.40 0.95 0.27 -0.16
C 0.46 -0.40 -0.44 -0.17
C -0.02 -0.16 -1.85 -0.17
C 0.90 0.78 -2.58 -0.52
C 2.29 0.08 -2.81 -0.03
C 0.27 0.85 -3.98 -0.05
N 0.92 2.01 -1.79 -0.05
O 1.53 3.10 -2.58 -0.02
H 1.47 4.27 -0.12 0.08
H -0.20 3.59 0.17 0.08
H 1.05 3.47 1.35 0.08
H 2.97 2.24 0.92 0.09
H 2.67 0.65 0.07 0.06
H 3.34 1.93 -0.83 0.09
H 0.60 0.67 1.30 0.12
H -0.61 1.32 0.42 0.12
H 1.45 -0.86 -0.41 0.10
H -0.20 -1.04 0.16 0.11
H -0.98 0.33 -1.95 0.13
H 0.02 -1.12 -2.37 0.12
H 2.29 -0.79 -3.47 0.08
H 2.92 -0.24 -1.99 0.06
H 2.96 0.80 -3.27 0.08
H -0.72 1.30 -3.93 0.09
H 0.20 -0.18 -4.33 0.09
H 0.78 1.42 -4.75 0.08
H 0.79 3.40 -3.10 0.09
C 4.00 -5.50 -2.92 -0.08
C 4.88 -5.96 -4.05 -0.50
C 5.52 -7.27 -3.57 -0.02
C 3.82 -6.17 -5.15 -0.14
C 4.42 -6.45 -6.55 -0.17
C 5.25 -5.21 -6.91 -0.11
C 6.28 -4.70 -5.73 -0.51
C 7.50 -5.51 -5.91 -0.06
C 6.58 -3.22 -6.06 -0.04
N 5.75 -4.77 -4.36 -0.10
O 6.72 -4.48 -3.40 -0.01
H 4.68 -5.42 -2.07 0.08
H 3.46 -4.57 -3.03 0.09
H 3.23 -6.19 -2.56 0.09
H 6.34 -7.64 -4.19 0.07
H 6.00 -7.21 -2.59 0.08
H 4.80 -8.09 -3.56 0.09
H 3.23 -7.02 -4.81 0.11
H 3.05 -5.41 -5.28 0.12
H 4.95 -7.36 -6.83 0.11
H 3.59 -6.48 -7.25 0.10
H 4.57 -4.38 -7.06 0.10
H 5.83 -5.34 -7.82 0.11
H 7.23 -6.54 -5.67 0.07
H 8.27 -5.23 -5.19 0.09
H 7.81 -5.60 -6.95 0.09
H 7.16 -3.28 -6.98 0.08
H 7.21 -2.82 -5.26 0.07
H 5.73 -2.54 -6.13 0.08
H 6.28 -3.90 -2.77 0.10
C 0.24 0.47 8.06 -0.10
C 0.93 0.58 9.39 -0.35
O 0.94 1.92 9.84 -0.07
H -0.81 0.75 8.14 0.07
H 0.26 -0.61 7.90 0.08
H 0.57 1.12 7.25 0.08
H 1.96 0.27 9.25 0.11
H 0.53 -0.10 10.14 0.11
H 1.71 2.07 10.39 0.08
C -2.36 9.14 1.62 -0.08
C -2.65 8.18 2.82 -0.35
O -2.98 8.94 3.91 -0.07
H -1.88 8.72 0.74 0.06
H -1.87 10.07 1.88 0.06
H -3.36 9.46 1.32 0.07
H -1.82 7.56 3.18 0.11
H -3.47 7.56 2.47 0.11
H -2.18 9.06 4.42 0.09
C 5.60 8.86 -0.12 -0.11
C 5.82 8.05 -1.37 -0.28
O 4.83 8.66 -2.24 -0.11
H 4.55 8.84 0.16 0.07
H 5.81 9.92 -0.29 0.08
H 6.19 8.50 0.73 0.07
H 5.51 7.01 -1.25 0.11
H 6.82 8.17 -1.80 0.11
H 4.06 8.09 -2.22 0.07



120
Properties=species:S:1:pos:R:3:lowdin_charge:R:1 method="wB97M-V/def2-TZVPD" total_energy_ha=-2143.05952 gap_ev=8.0 total_charge=0 de_lowest_kj_mol=1447.3
C -0.46 -2.74 -2.12 -0.22
C -0.73 -4.10 -2.78 -0.24
O 0.43 -4.88 -2.95 -0.05
O 0.09 -1.88 -3.12 -0.11
H 0.26 -2.97 -1.33 0.13
H -1.36 -2.34 -1.66 0.07
H -1.40 -4.16 -3.64 0.12
H -1.25 -4.68 -2.02 0.10
H 0.34 -5.51 -2.23 0.08
H -0.44 -1.11 -3.34 0.00
C -0.15 -0.01 -1.02 -0.18
C 1.12 -0.25 -1.72 -0.19
O 2.04 0.68 -1.19 -0.07
O 0.02 0.12 0.43 -0.08
H -0.95 -0.69 -1.31 0.06
H -0.43 1.01 -1.28 0.11
H 1.13 -0.28 -2.80 0.12
H 1.32 -1.31 -1.54 0.12
H 2.01 0.46 -0.26 0.09
H -0.69 0.66 0.79 -0.13
C -1.73 0.38 -4.45 -0.15
C -2.22 1.74 -3.82 -0.22
O -2.11 1.83 -2.43 -0.08
O -0.34 0.23 -4.09 -0.11
H -1.84 0.45 -5.53 0.12
H -2.23 -0.52 -4.09 0.10
H -3.24 1.86 -4.17 0.12
H -1.60 2.46 -4.36 0.12
H -1.26 1.40 -2.28 0.03
H 0.10 1.07 -4.22 0.12
C -3.16 -0.70 -1.75 0.01
C -3.94 -1.65 -0.71 -0.48
C -4.48 -2.83 -1.50 -0.13
C -5.16 -3.94 -0.63 -0.15
C -4.11 -4.58 0.31 -0.13
C -3.34 -3.45 1.16 -0.38
N -3.03 -2.26 0.27 -0.07
O -2.07 -1.40 0.74 -0.15
C -4.16 -3.13 2.44 -0.01
C -1.90 -4.07 1.52 0.00
C -5.06 -0.90 -0.19 -0.03
H -2.17 -1.09 -1.99 0.04
H -2.94 0.25 -1.26 0.06
H -3.71 -0.33 -2.62 0.10
H -5.24 -2.45 -2.19 0.12
H -3.69 -3.27 -2.11 0.11
H -5.50 -4.77 -1.25 0.11
H -5.97 -3.49 -0.06 0.10
H -3.40 -5.26 -0.16 0.10
H -4.59 -5.35 0.92 0.11
H -4.03 -4.04 3.04 0.09
H -3.59 -2.28 2.81 0.04
H -5.19 -2.92 2.17 0.08
H -2.11 -5.04 1.97 0.09
H -1.27 -4.12 0.63 0.07
H -1.26 -3.43 2.12 0.06
H -5.75 -1.46 0.44 0.09
H -5.66 -0.59 -1.05 0.11
H -4.71 -0.06 0.42 0.08
H -1.29 -1.94 0.84 0.07
C -3.46 2.86 1.20 -0.01
C -1.90 2.76 1.41 -0.41
C -1.52 3.43 2.75 -0.14
C -1.97 2.61 3.92 -0.19
C -1.34 1.21 3.88 -0.11
C -1.65 0.36 2.61 -0.36
N -1.54 1.31 1.39 -0.07
O -1.95 0.76 0.26 -0.12
C -0.62 -0.77 2.63 -0.02
C -2.99 -0.24 2.78 -0.05
C -1.36 3.58 0.24 -0.02
H -3.97 1.99 1.63 0.05
H -3.74 2.72 0.16 0.08
H -3.86 3.79 1.60 0.09
H -0.45 3.63 2.83 0.13
H -2.03 4.39 2.73 0.12
H -3.06 2.58 3.92 0.11
H -1.76 2.95 4.93 0.11
H -1.60 0.74 4.83 0.12
H -0.26 1.38 3.91 0.12
H 0.43 -0.58 2.41 0.11
H -0.78 -1.55 3.37 0.10
H -0.84 -1.45 1.81 0.03
H -3.26 -0.99 2.04 0.05
H -2.95 -0.72 3.76 0.11
H -3.86 0.42 2.79 0.09
H -1.59 3.13 -0.72 0.06
H -0.28 3.40 0.17 0.09
H -1.67 4.62 0.27 0.10
H -2.87 0.54 0.41 0.08
C 7.50 1.61 2.42 -0.06
C 7.26 1.96 0.97 -0.48
C 7.63 0.67 0.23 -0.16
C 7.02 0.34 -1.15 -0.17
C 5.53 0.66 -1.07 -0.13
C 5.03 1.97 -0.41 -0.48
N 5.75 2.13 0.88 -0.10
O 5.22 3.17 1.69 -0.02
C 5.14 3.17 -1.33 -0.03
C 3.57 1.65 -0.18 -0.08
C 8.11 3.15 0.49 -0.03
H 8.55 1.47 2.66 0.09
H 6.94 0.73 2.73 0.09
H 7.17 2.47 3.01 0.08
H 8.71 0.69 0.07 0.11
H 7.51 -0.20 0.88 0.11
H 7.35 -0.64 -1.49 0.11
H 7.55 1.01 -1.83 0.10
H 5.11 -0.21 -0.57 0.12
H 5.12 0.47 -2.06 0.12
H 6.08 3.51 -1.77 0.07
H 4.70 2.91 -2.29 0.08
H 4.61 4.02 -0.90 0.08
H 3.52 1.04 0.72 0.11
H 3.04 2.55 0.15 0.09
H 2.97 1.42 -1.06 -0.04
H 8.21 3.14 -0.59 0.07
H 9.14 3.08 0.86 0.08
H 7.78 4.15 0.76 0.08
H 4.94 2.65 2.44 0.09